Entry from the Open Molecules 2025 dataset: a 2-piece molecular cluster, C23H44BrN4O3P2 overall in a non-equilibrium geometry (the ωB97M-V functional and the def2-TZVPD basis).

The geometry in XYZ format:
```
77
Properties=species:S:1:pos:R:3:lowdin_charge:R:1
C -0.967 -1.923 -2.470 0.102
C -0.798 -1.776 -1.293 -0.219
C -0.446 -1.585 0.196 -0.460
P -0.040 -3.372 0.841 0.667
O 1.355 -3.337 1.807 -0.372
Br 0.402 -4.735 -0.927 0.327
C -1.864 -1.251 0.866 -0.193
N -1.782 -0.212 1.929 0.038
C -0.537 -0.521 2.638 -0.342
N -0.688 -1.077 3.831 -0.040
P -2.289 -1.333 4.577 0.914
C -1.944 -2.745 5.798 -0.247
O -2.805 0.033 5.415 -0.310
N 0.642 -0.272 1.976 0.012
C 1.737 0.342 2.699 -0.117
C 1.751 1.951 2.816 -0.353
C 2.449 2.676 1.592 -0.074
C 0.366 2.565 3.253 -0.072
C 0.664 -0.506 0.513 -0.340
C 0.219 0.890 -0.179 0.005
C 2.117 -0.797 -0.008 -0.135
C 2.343 -1.346 -1.450 -0.176
C 1.979 -0.398 -2.661 -0.221
C 2.963 0.827 -2.873 -0.195
C 2.259 1.819 -3.917 -0.196
C 1.250 2.745 -3.136 -0.219
C 0.551 3.817 -4.093 -0.146
C -0.879 4.142 -3.451 -0.229
O -1.796 3.186 -4.005 -0.201
C -2.555 2.495 -3.011 -0.122
H -1.300 -2.060 -3.514 0.079
H 1.113 -3.301 2.748 0.034
H -2.620 -0.920 0.100 0.140
H -2.301 -2.184 1.334 0.074
H -1.766 0.743 1.568 0.118
H 0.147 -1.401 4.328 0.118
H -1.859 -2.338 6.839 0.052
H -2.703 -3.559 5.687 0.049
H -0.941 -3.197 5.516 0.037
H -3.748 0.145 5.176 0.056
H 1.637 0.034 3.791 0.128
H 2.796 0.063 2.460 0.135
H 2.446 2.132 3.695 0.138
H 2.960 3.592 2.022 0.094
H 3.255 2.050 1.125 0.077
H 1.689 3.059 0.863 0.068
H -0.297 2.897 2.413 0.075
H 0.582 3.493 3.865 0.096
H -0.141 1.859 3.977 0.077
H -0.736 0.813 -0.759 0.083
H 0.019 1.658 0.631 0.066
H 1.069 1.331 -0.773 0.066
H 2.682 0.185 0.064 0.101
H 2.674 -1.476 0.710 0.118
H 3.447 -1.583 -1.558 0.132
H 1.821 -2.329 -1.642 0.058
H 0.911 -0.034 -2.644 0.079
H 2.058 -1.035 -3.596 0.126
H 3.233 1.362 -1.922 0.098
H 3.876 0.414 -3.393 0.114
H 2.995 2.387 -4.545 0.117
H 1.662 1.147 -4.602 0.116
H 0.404 2.177 -2.654 0.079
H 1.828 3.240 -2.297 0.115
H 0.382 3.346 -5.100 0.118
H 1.175 4.743 -4.188 0.112
H -0.761 4.078 -2.333 0.111
H -1.206 5.193 -3.690 0.123
H -2.703 1.432 -3.379 0.093
H -3.594 2.930 -2.885 0.098
H -2.041 2.407 -2.013 0.066
C -3.636 -6.051 -1.724 -0.057
C -3.626 -4.811 -0.910 -0.258
N -3.628 -3.850 -0.281 0.147
H -3.021 -6.813 -1.245 0.081
H -4.655 -6.424 -1.818 0.084
H -3.238 -5.845 -2.717 0.081
```

Calculated values
Gap between HOMO and LUMO ... 7.82 eV
LUMO energy ... -3.418 eV
E_HOMO ... -11.23 eV
2S+1 ... 1
Net charge ... +1

Entry from the Open Molecules 2025 dataset: a 9-piece molecular cluster, C10H38O9 overall in a non-equilibrium geometry (the ωB97M-V functional and the def2-TZVPD basis).

The geometry in XYZ format:
```
57
Properties=species:S:1:pos:R:3:lowdin_charge:R:1
C -2.669 -3.705 -2.945 -0.089
C -2.919 -5.137 -3.321 -0.353
O -4.236 -5.513 -3.028 -0.084
H -2.870 -3.471 -1.900 0.070
H -3.273 -2.974 -3.483 0.080
H -1.579 -3.695 -2.963 0.074
H -2.242 -5.825 -2.814 0.110
H -2.838 -5.250 -4.402 0.109
H -4.453 -6.402 -3.316 0.082
C 1.875 -0.604 -5.783 -0.092
C 1.834 -0.365 -7.295 -0.364
O 1.798 0.952 -7.666 -0.049
H 2.769 -0.281 -5.250 0.065
H 1.833 -1.678 -5.603 0.067
H 1.078 -0.126 -5.212 0.070
H 1.021 -1.031 -7.585 0.103
H 2.681 -0.793 -7.831 0.110
H 2.559 1.151 -8.217 0.090
C 1.055 0.513 -0.469 -0.117
C -0.119 1.339 -0.283 -0.351
O 0.256 2.411 0.583 -0.072
H 0.862 -0.403 -1.027 0.077
H 1.641 0.278 0.420 0.090
H 1.680 0.993 -1.222 0.077
H -0.752 0.683 0.314 0.106
H -0.700 1.594 -1.169 0.119
H -0.584 2.602 1.007 0.074
C 3.644 -5.180 0.039 -0.185
O 4.803 -5.223 -0.758 -0.114
H 3.226 -6.184 0.105 0.077
H 3.884 -4.928 1.072 0.077
H 2.949 -4.421 -0.320 0.075
H 4.417 -5.625 -1.540 0.069
C 3.131 3.426 5.152 -0.147
O 2.309 2.415 4.491 -0.123
H 3.461 3.202 6.166 0.076
H 3.886 3.790 4.455 0.073
H 2.680 4.389 5.395 0.058
H 2.079 2.701 3.604 0.060
C -3.188 6.569 4.873 -0.185
O -2.630 7.595 5.652 -0.114
H -3.371 5.669 5.461 0.070
H -4.203 6.794 4.547 0.071
H -2.512 6.271 4.071 0.082
H -3.027 7.629 6.525 0.076
C -1.374 -3.718 3.071 -0.198
O -1.913 -4.672 3.924 -0.104
H -0.496 -3.242 3.509 0.074
H -1.146 -4.142 2.093 0.077
H -2.013 -2.848 2.923 0.074
H -2.627 -4.223 4.381 0.076
O 2.865 6.754 1.500 -0.054
H 2.167 6.140 1.271 0.025
H 2.482 7.310 2.178 0.028
O -4.009 2.871 2.229 -0.055
H -4.678 3.318 2.749 0.027
H -4.504 2.300 1.642 0.029
```

Calculated values
Gap between HOMO and LUMO ... 10.27 eV
LUMO energy ... 0.141 eV
E_HOMO ... -10.13 eV
2S+1 ... 1
SMILES ... CCO.CCO.CCO.CO.CO.CO.CO.O.O
Net charge ... 0
Energy relative to the best compared isomer or geometry (same formula, charge and spin) ... 4.225 eV

Entry from the Open Molecules 2025 dataset: a 4-piece molecular cluster, C17H43FN3O3 overall in a non-equilibrium geometry (the ωB97M-V functional and the def2-TZVPD basis).

The geometry in XYZ format:
```
67
Properties=species:S:1:pos:R:3:lowdin_charge:R:1
C -3.556 5.742 0.069 -0.063
C -2.983 4.407 -0.393 -0.424
C -4.027 3.284 -0.370 -0.053
C -1.780 4.064 0.482 -0.094
N -1.015 2.901 -0.039 -0.015
F -0.453 2.198 1.032 -0.003
C 0.022 3.174 -0.900 -0.344
N -0.328 3.185 -2.190 0.267
N 1.272 3.340 -0.459 0.238
H -2.819 6.545 0.009 0.084
H -4.406 6.021 -0.552 0.093
H -3.899 5.673 1.103 0.094
H -2.631 4.521 -1.425 0.116
H -4.529 3.193 -1.333 0.085
H -4.795 3.483 0.378 0.089
H -3.579 2.312 -0.152 0.075
H -2.128 3.716 1.454 0.150
H -1.117 4.923 0.609 0.135
H -0.080 3.956 -2.804 0.155
H -1.305 2.934 -2.315 0.134
H 1.851 4.082 -0.821 0.145
H 1.700 2.675 0.176 0.083
C 0.002 -0.745 0.214 -0.073
C -0.844 -1.197 1.393 -0.275
O -1.388 -2.489 1.235 -0.150
C -0.439 -3.541 1.083 -0.266
C 0.524 -3.658 2.249 -0.066
H -0.562 -0.852 -0.715 0.071
H 0.294 0.297 0.343 0.034
H 0.914 -1.337 0.118 0.073
H -1.705 -0.537 1.511 0.117
H -0.263 -1.126 2.320 0.096
H 0.118 -3.431 0.146 0.099
H -1.033 -4.448 0.983 0.126
H 1.167 -2.776 2.289 0.043
H 1.154 -4.542 2.158 0.085
H -0.024 -3.715 3.190 0.089
C 1.511 -3.711 -4.182 -0.080
C 0.422 -4.702 -3.808 -0.273
O -0.300 -4.351 -2.638 -0.161
C -1.002 -3.125 -2.690 -0.298
C -2.074 -3.061 -3.765 -0.072
H 2.171 -3.532 -3.332 0.080
H 2.104 -4.107 -5.006 0.079
H 1.101 -2.752 -4.503 0.063
H 0.865 -5.671 -3.579 0.121
H -0.260 -4.854 -4.651 0.110
H -0.298 -2.288 -2.799 0.100
H -1.466 -3.023 -1.707 0.106
H -1.650 -3.068 -4.771 0.068
H -2.656 -2.144 -3.658 0.074
H -2.747 -3.914 -3.678 0.087
C 3.245 1.147 1.406 -0.090
C 3.667 -0.239 1.872 -0.272
O 4.296 -0.271 3.129 -0.146
C 3.544 0.179 4.249 -0.263
C 2.248 -0.585 4.442 -0.073
H 4.084 1.843 1.445 0.090
H 2.905 1.060 0.367 0.065
H 2.431 1.557 2.011 0.066
H 4.407 -0.643 1.182 0.128
H 2.804 -0.917 1.847 0.093
H 3.344 1.256 4.183 0.110
H 4.210 0.033 5.098 0.123
H 1.543 -0.379 3.634 0.047
H 1.770 -0.311 5.382 0.083
H 2.450 -1.657 4.446 0.086
```

Calculated values
Gap between HOMO and LUMO ... 6.74 eV
LUMO energy ... -4.698 eV
E_HOMO ... -11.44 eV
2S+1 ... 1
Net charge ... +1

Entry from the Open Molecules 2025 dataset: C9H10N2Ni as an isolated structure in a non-equilibrium geometry (the ωB97M-V functional and the def2-TZVPD basis).

The geometry in XYZ format:
```
22
Properties=species:S:1:pos:R:3:lowdin_charge:R:1
C 0.546 1.585 0.673 -0.235
C 1.584 0.600 0.616 -0.258
C 1.383 -0.316 1.692 -0.233
C 0.209 0.095 2.422 -0.245
C -0.308 1.271 1.798 -0.235
Ni -0.670 -0.452 0.228 0.070
C 0.591 -1.580 -1.394 -0.132
C 0.244 -0.430 -2.006 -0.264
C 0.151 0.494 -2.960 -0.075
N -1.770 0.331 -0.639 -0.189
H 2.049 -1.148 1.963 0.059
H 2.424 0.601 -0.095 0.068
H -0.145 -0.345 3.367 0.072
H -1.113 1.919 2.180 0.071
H 0.492 2.500 0.056 0.069
H 1.617 -1.693 -1.002 0.044
H -2.558 0.735 -1.158 -0.126
H 0.017 -2.515 -1.541 0.049
H 0.606 0.522 -3.961 0.017
H -0.446 1.400 -2.712 0.032
N -2.916 -2.085 1.438 -0.134
C -1.987 -1.489 1.034 -0.425
```

Calculated values
Gap between HOMO and LUMO (alpha / beta) ... 4.58 / 4.17 eV
LUMO energy (alpha / beta) ... 6.285 / 6.327 eV
E_HOMO (alpha / beta) ... 1.70 / 2.16 eV
2S+1 ... 3
Net charge ... -2